57
Properties=species:S:1:pos:R:3 method="wB97M-V/def2-TZVPD" smiles="CCC(=O)OCC[PH4].O=C1CCCO1.O=C1CCCO1.O=C1CCCO1" multiplicity=1 max_force_ha_per_bohr=0.0939 total_charge=0 lumo_energy_ev=0.22
C -1.58625 3.44146 6.14907
C -1.41013 4.00440 4.64636
C -2.60938 3.57939 3.66180
O -3.43946 4.48773 3.38026
O -2.81475 2.27345 3.14561
C -1.71042 1.86028 2.26870
C -0.88496 0.61332 2.92209
P 0.73461 1.21311 3.75361
H -1.59611 4.31857 6.88601
H -0.76015 2.73455 6.48577
H -2.56797 2.84576 6.17022
H -1.44250 5.15338 4.73724
H -0.36972 3.78342 4.19644
H -1.01902 2.75181 2.10002
H -2.08300 1.47734 1.25808
H -1.57966 0.21105 3.75597
H -0.73299 -0.22827 2.16197
H 0.97857 2.12925 2.66350
H 1.33713 -0.08963 3.72742
H -0.05376 1.52875 4.93263
H 1.87193 1.81713 4.43057
O 4.20646 0.13834 2.65479
C 3.74638 -0.12154 1.57327
C 4.43604 0.08187 0.25136
C 3.28659 -0.03011 -0.72760
C 2.33675 -0.96050 -0.01036
O 2.52297 -0.68921 1.38470
H 5.17269 -0.71226 0.10790
H 4.91122 1.06122 0.20328
H 3.58276 -0.39293 -1.71132
H 2.81843 0.94989 -0.85718
H 2.56805 -2.01417 -0.19438
H 1.29681 -0.77378 -0.28521
O 3.08066 1.12092 -3.49295
C 2.21156 0.40889 -3.92839
C 2.42076 -0.81481 -4.77995
C 1.03407 -1.05501 -5.33823
C 0.14542 -0.49842 -4.25168
O 0.88868 0.58482 -3.67411
H 2.75218 -1.63944 -4.14388
H 3.14556 -0.62289 -5.57083
H 0.82811 -2.10166 -5.56809
H 0.90357 -0.47578 -6.25811
H -0.06606 -1.23187 -3.47188
H -0.79971 -0.12455 -4.64954
O -0.39158 -3.23089 -3.00544
C -1.58663 -3.15802 -2.83671
C -2.43073 -4.17122 -2.11255
C -3.83076 -3.78723 -2.54237
C -3.70180 -2.30172 -2.78640
O -2.35813 -2.10919 -3.24658
H -2.28767 -4.04955 -1.03624
H -2.17838 -5.18490 -2.42262
H -4.59892 -4.03747 -1.80909
H -4.07967 -4.29662 -3.47860
H -3.84468 -1.71628 -1.87346
H -4.40301 -1.95021 -3.54487